# 1
DFT (the ωB97M-V functional and the def2-TZVPD basis) results for a cluster of 2 separate species, CH3F2NO in total.

LUMO energy (spin up / spin down), hartree: 0.032 / 0.013
F_max, Eh/bohr: 0.060
Frontier orbital gap (spin up / spin down), eV: 10.02 / 8.70

Last column: Mulliken charge in e.
Cartesian coordinates (Å):
C1 -1.527 -0.362 0.265  0.18
N1 1.866 0.482 -0.296  -0.16
O1 0.951 -0.301 0.166  -0.35
F1 -1.260 -1.654 0.492  -0.19
F2 -2.329 -0.154 -0.786  -0.19
H1 -1.826 0.171 1.187  0.22
H2 1.753 1.388 0.106  0.25
H3 2.372 0.429 -1.135  0.25

***

# 2
DFT (the ωB97M-V functional and the def2-TZVPD basis) results for an isolated molecule of CH3F2NS.

LUMO energy, hartree: 0.004
F_max, Eh/bohr: 0.098
Frontier orbital gap, eV: 11.10

Last column: Mulliken charge in e.
Cartesian coordinates (Å):
C1 -0.461 -0.043 -0.549  -0.57
N1 -1.485 0.144 0.493  -0.15
F1 -3.462 -1.275 -0.148  -0.34
F2 -3.584 0.855 -0.796  -0.31
S1 -2.944 0.193 0.653  0.60
H1 0.094 0.961 -0.722  0.24
H2 -0.849 -0.261 -1.563  0.28
H3 0.235 -0.847 -0.212  0.25

***

Record-wise calculated total energy values, in eV: -10053.3547 -18844.2774
Record-wise energy above the lowest of the compared OMol25 structures with the same formula, charge and spin values, in eV: 5.881 0.196